Record 1
{"formula": "C17H24BN2O3P", "method": "ωB97M-V/def2-TZVPD", "species": ["C", "O", "B", "O", "P", "C", "C", "C", "C", "C", "C", "C", "C", "C", "C", "C", "C", "N", "C", "H", "H", "H", "H", "H", "H", "H", "H", "H", "H", "H", "H", "H", "H", "H", "H", "H", "C", "C", "O", "N", "C", "H", "H", "H", "H", "H", "H", "H"], "positions_angstrom": [[-2.398834, -2.269925, -0.917500], [-1.122968, -2.067036, -0.314814], [-0.303091, -1.085993, -0.771433], [-0.409562, -0.668114, -2.071585], [1.048149, -0.217840, 0.339050], [1.695278, -1.582591, 1.412436], [3.039868, -1.299452, 2.044671], [3.297605, -1.811195, 3.313580], [4.502523, -1.568414, 3.936636], [5.475009, -0.807252, 3.306657], [5.243784, -0.291656, 2.039595], [6.268878, 0.557930, 1.333742], [4.024615, -0.546327, 1.424865], [0.055076, 0.775250, 1.496919], [-1.187504, 1.312913, 1.135507], [-1.859818, 2.120318, 2.043977], [-1.275668, 2.358262, 3.286358], [-0.105360, 1.842911, 3.654958], [0.539609, 1.073827, 2.775296], [-2.732074, -1.383212, -1.454219], [-3.102920, -2.509913, -0.122353], [-2.365629, -3.107301, -1.615954], [0.006850, 0.193889, -2.190859], [0.969784, -1.729791, 2.215533], [1.733182, -2.495440, 0.815181], [2.543012, -2.397906, 3.825861], [4.680209, -1.958686, 4.930246], [6.414827, -0.603167, 3.805435], [7.202259, 0.606796, 1.889985], [5.882884, 1.572330, 1.207948], [6.452389, 0.172184, 0.330494], [3.852837, -0.131187, 0.436841], [-1.612890, 1.121273, 0.155338], [-2.816378, 2.565971, 1.800551], [-1.780859, 2.993535, 4.006032], [1.500142, 0.684025, 3.100213], [-3.250663, -0.041254, -4.125944], [-3.595036, 1.417013, -3.931396], [-2.800660, 2.201119, -3.438760], [-4.830953, 1.829889, -4.319442], [-5.892947, 1.045101, -4.915284], [-2.238659, -0.189782, -3.762624], [-3.928898, -0.678381, -3.556137], [-3.300820, -0.326838, -5.177152], [-4.995865, 2.811268, -4.160002], [-6.155971, 1.434352, -5.900229], [-6.786814, 1.065195, -4.289518], [-5.577927, 0.013302, -5.028703]], "atomic_forces_ev_per_a": [[0.000, -0.325, -0.123], [-0.003, 0.307, 0.182], [-0.090, -0.180, 0.072], [-0.377, 0.325, 0.222], [0.575, 0.184, -0.383], [-0.209, 0.198, 0.199], [-0.074, -0.024, 0.020], [-0.189, -0.091, 0.047], [0.174, 0.031, 0.186], [0.095, 0.057, -0.021], [0.220, 0.064, 0.075], [-0.301, 0.025, -0.030], [-0.030, -0.015, -0.215], [-0.479, -0.112, 0.099], [0.271, 0.138, 0.360], [0.219, -0.073, 0.000], [-0.063, -0.120, -0.259], [0.018, -0.033, -0.118], [-0.230, 0.150, -0.095], [0.014, 0.040, 0.020], [0.020, 0.036, 0.003], [0.058, 0.009, -0.011], [0.195, -0.147, -0.220], [-0.034, -0.263, -0.093], [-0.012, -0.010, -0.022], [-0.035, 0.024, -0.059], [0.028, -0.021, 0.011], [0.010, -0.016, 0.004], [0.049, -0.016, -0.049], [0.086, 0.020, 0.050], [0.150, -0.029, 0.022], [-0.101, -0.026, 0.039], [-0.024, 0.001, 0.023], [0.039, -0.038, -0.010], [0.056, -0.038, 0.045], [-0.041, 0.007, 0.011], [0.067, 0.040, 0.034], [0.027, -0.008, 0.011], [0.002, -0.014, 0.029], [-0.025, -0.016, -0.012], [0.030, 0.157, 0.042], [0.000, -0.040, 0.006], [-0.030, -0.035, -0.067], [-0.052, -0.020, 0.006], [0.001, 0.006, -0.002], [0.003, -0.045, -0.023], [-0.006, -0.049, 0.000], [-0.003, -0.018, -0.006]], "homo_lumo_gap_ev": 8.6, "max_force_ev_per_a": 0.71, "smiles": "COB(O)P(Cc1cccc(C)c1)c1cccnc1.CNC(C)=O", "energy_ha": -1363.7238}



Record 2
{"formula": "C17H24CeN", "method": "ωB97M-V/def2-TZVPD", "species": ["C", "C", "C", "C", "H", "H", "H", "H", "H", "H", "H", "H", "H", "C", "C", "C", "H", "C", "C", "H", "H", "H", "H", "C", "C", "C", "H", "C", "C", "H", "H", "H", "H", "Ce", "C", "C", "C", "N", "H", "H", "H", "H", "H"], "positions_angstrom": [[2.547489, -1.413295, 0.974694], [1.951222, -2.726692, 1.348445], [3.628668, -1.473585, -0.088677], [2.986423, -0.601021, 2.155058], [4.562416, -1.847563, 0.406047], [3.879720, -0.492073, -0.529623], [3.408858, -2.174514, -0.916107], [2.719611, -3.353602, 1.815935], [1.574810, -3.310033, 0.503270], [1.133265, -2.604932, 2.067880], [3.782619, -1.163246, 2.682065], [2.179877, -0.419631, 2.875773], [3.431699, 0.367815, 1.877821], [-1.387530, -0.874593, -1.893595], [-0.010630, -0.875730, -2.270123], [0.628434, -1.982053, -1.616451], [0.480721, -0.161977, -2.928688], [-0.362658, -2.638703, -0.807072], [-1.599243, -1.953151, -0.981116], [-2.537693, -2.212432, -0.488337], [-2.151030, -0.201562, -2.275399], [1.660445, -2.311656, -1.800044], [-0.213388, -3.483939, -0.130158], [0.057540, 2.434516, 1.034635], [-0.190909, 2.413581, -0.368702], [0.974776, 1.899909, -1.025312], [-1.080925, 2.791989, -0.871627], [1.956371, 1.612577, -0.020526], [1.377197, 1.937356, 1.259542], [1.852097, 1.812743, 2.235171], [-0.638977, 2.765469, 1.808562], [1.109865, 1.776712, -2.101660], [2.990731, 1.300635, -0.216057], [0.058901, -0.187130, 0.259991], [-5.026182, 2.857029, -0.217353], [-4.637882, 1.371399, -0.411400], [-3.336747, 0.966405, 0.082023], [-2.315469, 0.575359, 0.497221], [-4.940474, 3.155682, 0.835161], [-6.062886, 3.035653, -0.533182], [-4.396516, 3.516177, -0.828101], [-5.388543, 0.742075, 0.083122], [-4.656069, 1.130031, -1.483104]], "atomic_forces_ev_per_a": [[-1.000, 1.261, -1.463], [0.046, -0.390, -0.160], [0.469, -0.391, 0.059], [0.456, 0.095, 0.241], [-0.445, 0.199, -0.407], [-0.129, -0.443, 0.247], [0.102, 0.352, 0.490], [-0.070, -0.064, 0.326], [0.330, 0.220, 0.174], [-0.062, -0.134, 0.186], [-0.260, 0.158, 0.064], [0.065, -0.048, 0.073], [-0.159, -0.420, 0.047], [0.491, -0.427, 0.102], [-0.167, -0.742, 0.202], [-0.495, -0.102, -0.128], [-0.256, -0.416, 0.031], [-0.099, 0.577, -0.526], [0.558, 0.071, -0.310], [0.323, 0.105, -0.221], [0.268, -0.087, 0.166], [-0.734, 0.295, 0.304], [-0.150, 0.318, -0.536], [0.564, -0.252, -0.330], [0.674, -0.075, -0.067], [0.161, 0.406, 0.672], [0.273, -0.267, 0.201], [-0.329, 0.538, 0.198], [-0.202, 0.143, -0.840], [-0.211, 0.169, -0.478], [0.271, -0.135, -0.330], [-0.030, 0.211, 0.499], [-0.739, 0.095, 0.208], [1.145, -0.893, 0.917], [0.294, 0.245, 0.099], [-0.801, 0.389, -0.392], [2.232, -0.862, 1.391], [-2.848, 1.049, -0.831], [0.003, -0.086, -0.294], [0.315, -0.324, 0.087], [-0.058, -0.192, 0.231], [0.238, -0.059, -0.104], [-0.034, -0.087, 0.202]], "total_charge": 1, "homo_lumo_gap_ev": [6.2, 6.1], "max_force_ev_per_a": 3.15, "energy_ha": -1191.7456}



Record 3
{"formula": "C17H24ClN3", "method": "ωB97M-V/def2-TZVPD", "species": ["N", "Cl", "C", "C", "C", "C", "C", "C", "C", "N", "N", "C", "C", "C", "C", "C", "C", "C", "C", "C", "C", "H", "H", "H", "H", "H", "H", "H", "H", "H", "H", "H", "H", "H", "H", "H", "H", "H", "H", "H", "H", "H", "H", "H", "H"], "positions_angstrom": [[3.095518, 1.875479, -1.045365], [-1.967933, 6.304541, -3.551202], [2.228627, 2.615145, -1.341681], [0.503211, 5.305552, -3.323785], [1.484283, 4.399026, -2.840832], [-1.095870, 4.343664, -1.822792], [-0.797845, 5.243977, -2.810689], [1.188996, 3.499083, -1.796504], [-0.139336, 3.472288, -1.301816], [-0.326832, -2.627603, 1.200726], [-0.824490, 1.172630, -0.742326], [-2.109196, 1.070068, -1.436508], [-0.511164, 2.512358, -0.206762], [1.655917, -5.385559, 3.195336], [-0.047481, -3.902459, 1.938184], [-0.361734, -1.419116, 2.040482], [0.284455, -2.462213, -0.145916], [1.333138, -4.022393, 2.566570], [-1.055155, -0.288803, 1.337834], [-0.323300, -1.257358, -0.872052], [-0.312145, -0.009464, 0.015686], [0.645762, 5.942406, -4.159316], [2.482587, 4.447318, -3.292324], [-2.079538, 4.240092, -1.457176], [-2.935232, 1.203946, -0.750170], [-2.244776, 1.854528, -2.216137], [-2.245338, 0.145959, -1.985615], [-1.361067, 2.894346, 0.381170], [0.356395, 2.446228, 0.501653], [1.764851, -6.134721, 2.396904], [2.612135, -5.296486, 3.726896], [0.917578, -5.768679, 3.889669], [-0.226418, -4.761641, 1.259628], [-0.836294, -4.036749, 2.702726], [-0.899258, -1.631917, 2.985970], [0.641884, -1.103742, 2.316428], [1.379485, -2.244116, -0.052264], [0.159596, -3.324297, -0.746946], [1.430308, -3.229263, 3.316646], [2.080047, -3.807886, 1.756006], [-1.055525, 0.586255, 2.019628], [-2.074458, -0.514312, 1.077908], [-1.376687, -1.520721, -1.137431], [0.216515, -1.038881, -1.798028], [0.745781, 0.213492, 0.207582]], "atomic_forces_ev_per_a": [[-2.364, 2.042, -0.671], [-0.039, -0.311, 0.420], [2.018, -2.062, 0.689], [-0.077, -1.757, 1.038], [-0.517, 0.988, -0.305], [0.550, -0.592, 0.281], [1.224, 0.352, -0.869], [-0.788, 0.859, -0.821], [0.719, 0.176, -0.059], [-0.394, -0.927, -0.011], [0.738, -0.160, -0.481], [0.353, 0.893, -0.108], [0.052, -1.168, 0.559], [0.490, 0.217, -0.658], [-0.694, 0.236, -0.696], [-0.331, -1.224, 0.080], [0.784, 1.779, 1.816], [0.398, 0.328, -0.448], [0.821, 0.924, -0.430], [-1.012, -0.204, 0.221], [-0.485, 0.897, -0.489], [0.594, 0.510, -0.476], [-0.410, -0.176, 0.332], [-1.033, 0.122, 0.405], [-0.605, -0.091, 0.337], [0.460, -0.269, 0.550], [0.235, -0.255, 0.205], [0.069, 0.206, -0.094], [-0.729, -0.199, -0.575], [0.045, 0.109, 0.268], [-0.200, -0.238, -0.113], [-0.300, 0.189, 0.169], [0.212, 0.514, -0.018], [0.313, 0.322, -0.121], [0.282, -0.230, -0.444], [0.443, 0.240, 0.148], [-0.383, -0.312, -0.095], [-0.183, -1.111, -0.323], [0.128, -0.075, -0.058], [-0.432, -0.152, 0.764], [0.039, -0.220, -0.491], [-0.586, -0.315, 0.123], [0.704, 0.184, 0.173], [-0.003, -0.104, 0.090], [-0.106, 0.063, 0.189]], "homo_lumo_gap_ev": 8.2, "max_force_ev_per_a": 3.19, "smiles": "CCCN1CCC(N(C)Cc2cc(Cl)ccc2C#N)CC1", "energy_ha": -1286.6061}



Record 4
{"formula": "C17H24ClN5O4", "method": "ωB97M-V/def2-TZVPD", "species": ["O", "O", "Cl", "N", "N", "O", "O", "C", "C", "C", "C", "C", "C", "C", "C", "C", "C", "N", "N", "N", "C", "C", "C", "C", "C", "C", "C", "H", "H", "H", "H", "H", "H", "H", "H", "H", "H", "H", "H", "H", "H", "H", "H", "H", "H", "H", "H", "H", "H", "H", "H"], "positions_angstrom": [[-4.628418, 0.696754, -1.948544], [-1.016772, 2.796484, -3.649990], [3.601239, -1.405942, 5.293629], [5.640838, -4.172333, 2.281671], [6.797594, -2.221523, 2.265655], [0.337719, 1.529628, 2.776497], [-1.074158, -0.837611, -1.139943], [-4.090425, 1.163273, -0.953059], [-1.974593, 2.171232, -3.205525], [6.813347, -3.602440, 2.141091], [5.544959, -1.950468, 2.500994], [1.079979, -0.523343, 1.627864], [1.850659, 0.057166, 3.828451], [1.838169, -1.695832, 1.667181], [2.619387, -1.107086, 3.879001], [1.066528, 0.365461, 2.717276], [2.605424, -2.004407, 2.797676], [-3.185169, 2.241659, -3.770282], [4.813338, -3.127813, 2.511783], [-2.795066, 1.472578, -0.885619], [-0.461558, 1.875541, 1.639352], [-4.897735, 1.408726, 0.299364], [-3.499951, 3.025034, -4.963588], [3.391331, -3.296075, 2.850778], [-0.551868, -0.438098, -3.396634], [-1.771872, 1.315034, -1.945922], [-1.563152, -0.173082, -2.283440], [-1.115882, -1.779688, -1.321821], [7.720444, -4.166524, 1.942286], [5.146968, -0.954089, 2.666330], [0.504935, -0.325104, 0.732712], [1.861477, 0.739729, 4.671129], [1.824249, -2.367730, 0.812824], [-3.929339, 1.697916, -3.343760], [-2.470108, 1.822664, -0.001869], [-1.208666, 1.099539, 1.445495], [0.163437, 2.007256, 0.750003], [-0.984478, 2.816833, 1.831167], [-5.942870, 1.175792, 0.097796], [-4.808460, 2.453309, 0.592787], [-4.528521, 0.765064, 1.096423], [-4.459920, 2.710183, -5.375522], [-3.545491, 4.085247, -4.709061], [-2.722183, 2.881214, -5.716561], [2.952512, -4.018036, 2.155370], [3.316774, -3.730917, 3.852153], [-0.403007, -1.511252, -3.514500], [-0.922210, -0.038037, -4.340687], [0.400440, 0.036098, -3.155509], [-0.825566, 1.657364, -1.529701], [-2.514308, -0.619347, -2.573200]], "atomic_forces_ev_per_a": [[0.021, -0.088, -0.356], [0.015, -0.329, 0.176], [-0.280, 0.034, -0.329], [-0.304, 0.271, 0.180], [0.499, -0.932, -0.169], [-0.004, -0.189, -0.262], [-0.084, 0.176, 1.114], [-1.009, -0.423, 0.008], [0.533, 1.023, -0.406], [0.055, 0.959, 0.039], [-0.612, -1.353, -0.010], [-0.107, 0.160, -0.063], [0.222, 0.028, 0.451], [0.012, 0.670, 0.879], [-0.654, 0.366, -0.753], [0.076, -0.457, -0.473], [0.411, -0.305, 0.027], [-0.941, -0.583, 0.014], [0.198, 1.592, 0.070], [1.164, 0.456, -0.275], [0.258, -0.290, 0.051], [0.068, 0.001, -0.071], [0.544, -0.032, 0.297], [0.055, -0.272, -0.072], [-0.357, 0.734, -0.200], [-0.396, -0.816, 0.245], [0.219, -0.447, -0.949], [0.025, -0.061, 0.097], [-0.319, 0.156, 0.039], [-0.119, -0.402, -0.049], [-0.070, 0.035, 0.044], [-0.015, -0.036, -0.078], [0.046, 0.074, 0.177], [0.110, -0.044, -0.039], [0.051, 0.053, -0.069], [0.111, -0.101, 0.016], [-0.019, -0.059, 0.051], [0.309, -0.149, 0.340], [0.177, 0.015, 0.001], [-0.008, 0.024, 0.178], [-0.025, 0.066, 0.156], [0.119, -0.053, 0.198], [0.001, 0.017, -0.132], [-0.070, 0.064, 0.073], [0.196, 0.124, 0.019], [0.106, 0.038, -0.098], [-0.033, -0.012, 0.041], [0.160, -0.004, -0.115], [0.006, -0.039, -0.073], [-0.081, 0.168, 0.049], [-0.263, 0.176, 0.006]], "homo_lumo_gap_ev": 9.5, "max_force_ev_per_a": 1.61, "smiles": "CNC(=O)[C@@H](NC(C)=O)[C@@H](C)O.COc1ccc(Cn2cncn2)c(Cl)c1", "energy_ha": -1697.1503}



> Number 2 is which compound?

C17H24CeN